{
  "formula": "C42H36BBrN15O2Sr",
  "method": "wB97M-V/def2-TZVPD",
  "elements": ["Sr", "C", "C", "C", "C", "N", "N", "B", "N", "C", "C", "C", "C", "N", "N", "C", "C", "C", "C", "N", "N", "C", "C", "C", "C", "N", "H", "H", "H", "H", "H", "H", "H", "H", "H", "H", "H", "H", "H", "H", "H", "H", "H", "H", "H", "H", "Br", "C", "C", "C", "C", "C", "C", "N", "N", "C", "C", "C", "C", "O", "C", "N", "C", "C", "C", "C", "H", "H", "H", "H", "H", "H", "H", "H", "H", "O", "C", "N", "N", "C", "C", "C", "C", "C", "C", "C", "N", "C", "C", "N", "C", "H", "H", "H", "H", "H", "H", "H"],
  "coordinates": [[-0.418, -0.180, 0.230], [2.453, -2.153, 2.417], [2.669, -0.732, 1.995], [3.856, 0.009, 2.133], [3.579, 1.229, 1.570], [2.300, 1.216, 1.138], [1.731, 0.004, 1.396], [1.628, 2.327, 0.286], [0.244, 2.765, 0.871], [-0.297, 3.998, 0.819], [-1.559, 3.937, 1.371], [-1.733, 2.590, 1.740], [-2.920, 1.941, 2.381], [-0.641, 1.896, 1.428], [1.464, 1.815, -1.177], [1.277, 2.562, -2.285], [1.335, 1.725, -3.376], [1.568, 0.442, -2.834], [1.832, -0.826, -3.583], [1.610, 0.500, -1.509], [2.537, 3.567, 0.345], [2.776, 4.294, 1.464], [3.652, 5.294, 1.134], [3.905, 5.103, -0.245], [4.788, 5.912, -1.147], [3.232, 4.064, -0.712], [3.386, -2.710, 2.323], [2.134, -2.217, 3.461], [1.689, -2.631, 1.809], [4.786, -0.316, 2.575], [4.212, 2.092, 1.440], [0.245, 4.837, 0.408], [-2.258, 4.749, 1.497], [-3.697, 2.680, 2.571], [-3.321, 1.158, 1.736], [-2.643, 1.474, 3.328], [1.144, 3.631, -2.229], [1.256, 1.996, -4.419], [1.265, -0.853, -4.515], [2.892, -0.897, -3.837], [1.580, -1.700, -2.985], [2.310, 4.042, 2.407], [4.061, 6.054, 1.783], [5.276, 6.710, -0.588], [5.557, 5.285, -1.601], [4.211, 6.361, -1.957], [-9.104, 2.027, -3.528], [-7.699, 1.070, -4.348], [-7.496, 1.204, -5.713], [-6.477, 0.489, -6.319], [-5.636, -0.315, -5.554], [-5.869, -0.459, -4.178], [-6.904, 0.233, -3.576], [-4.630, -1.038, -6.254], [-3.556, -1.388, -5.698], [-2.871, -0.741, -4.726], [-2.857, 0.691, -4.598], [-2.232, 1.295, -3.570], [-1.593, 0.527, -2.512], [-1.229, 1.062, -1.469], [-1.451, -0.948, -2.738], [-0.780, -1.657, -1.813], [-0.708, -2.972, -1.948], [-1.311, -3.661, -2.999], [-1.998, -2.943, -3.946], [-2.068, -1.551, -3.831], [-8.135, 1.853, -6.296], [-6.301, 0.573, -7.387], [-5.257, -1.116, -3.569], [-7.084, 0.116, -2.515], [-3.365, 1.279, -5.348], [-2.248, 2.370, -3.454], [-0.128, -3.502, -1.196], [-1.242, -4.740, -3.054], [-2.494, -3.431, -4.775], [-4.274, -1.305, -1.508], [-3.523, -1.018, -0.590], [-2.753, -0.766, 0.284], [-7.615, -7.700, 3.340], [-6.730, -6.970, 3.250], [-5.616, -6.053, 3.145], [-4.683, -5.977, 4.177], [-3.619, -5.098, 4.083], [-3.494, -4.289, 2.963], [-4.425, -4.353, 1.935], [-5.482, -5.240, 2.024], [-2.409, -3.379, 2.857], [-1.876, -2.585, 3.862], [-0.896, -1.855, 3.268], [-0.812, -2.183, 1.927], [-1.721, -3.095, 1.723], [-4.790, -6.617, 5.043], [-2.877, -5.050, 4.870], [-4.331, -3.686, 1.084], [-6.216, -5.295, 1.232], [-2.264, -2.596, 4.867], [-0.258, -1.098, 3.702], [-1.937, -3.575, 0.781]],
  "lowdin_charge": [1.443, -0.039, -0.341, -0.018, -0.054, 0.007, -0.035, -0.658, 0.000, -0.066, -0.013, -0.340, -0.027, -0.046, -0.004, -0.078, -0.023, -0.363, -0.028, 0.064, -0.034, -0.109, -0.028, -0.357, -0.043, 0.132, 0.078, 0.075, 0.051, 0.102, 0.123, 0.127, 0.100, 0.076, 0.045, 0.077, 0.121, 0.104, 0.079, 0.082, 0.059, 0.133, 0.097, 0.070, 0.073, 0.072, 0.756, -0.690, -0.123, -0.023, -0.265, -0.007, -0.101, 0.108, 0.091, -0.191, 0.015, 0.050, -0.323, -0.119, -0.168, 0.034, -0.120, -0.019, 0.022, -0.092, 0.103, 0.117, 0.096, 0.110, 0.124, 0.132, 0.121, 0.113, 0.120, -0.014, -0.541, -0.035, 0.158, -0.176, -0.227, -0.017, 0.001, -0.180, 0.013, -0.010, -0.010, -0.032, -0.125, -0.034, -0.174, 0.124, 0.120, 0.119, 0.126, 0.122, 0.112, 0.129],
  "homo_ev": [-8.01, -8.61],
  "spin_multiplicity": 2,
  "de_lowest_kcal_mol": 7.39,
  "orbital_gap_ev": [6.778, 6.290],
  "total_charge": 0
}

{
  "formula": "C42H36BrN6O7Ru",
  "method": "wB97M-V/def2-TZVPD",
  "elements": ["Ru", "O", "C", "C", "C", "C", "C", "C", "C", "O", "N", "N", "C", "C", "Br", "C", "C", "C", "C", "C", "C", "C", "H", "H", "H", "H", "H", "H", "H", "H", "H", "H", "H", "H", "H", "H", "C", "C", "C", "C", "C", "C", "N", "N", "C", "C", "C", "C", "C", "C", "H", "H", "H", "H", "H", "H", "H", "H", "H", "O", "C", "N", "C", "O", "C", "C", "C", "C", "N", "C", "H", "H", "H", "H", "H", "H", "H", "H", "O", "C", "C", "C", "C", "C", "C", "C", "O", "O", "H", "H", "H", "H", "H"],
  "coordinates": [[0.381, 0.010, 0.640], [-1.326, -2.081, -5.052], [-2.150, -2.534, -4.050], [-3.393, -3.093, -4.304], [-4.186, -3.501, -3.242], [-3.742, -3.349, -1.936], [-2.493, -2.794, -1.697], [-1.684, -2.390, -2.748], [-0.325, -1.746, -2.531], [0.129, -1.940, -1.223], [-0.362, -0.308, -2.701], [-0.886, 0.407, -1.712], [-1.316, 1.589, -1.924], [-1.857, 2.400, -0.839], [-2.097, 1.492, 0.831], [-2.209, 3.681, -0.890], [-2.003, 4.557, -2.062], [-0.793, 4.569, -2.755], [-0.617, 5.415, -3.840], [-1.644, 6.258, -4.242], [-2.845, 6.264, -3.544], [-3.020, 5.424, -2.456], [-1.720, -2.279, -5.908], [-3.739, -3.203, -5.326], [-5.156, -3.939, -3.440], [-4.362, -3.665, -1.108], [-2.132, -2.678, -0.682], [0.393, -2.120, -3.264], [-0.379, 0.052, -3.644], [-1.312, 2.037, -2.918], [-2.679, 4.123, -0.019], [0.023, 3.938, -2.419], [0.330, 5.422, -4.364], [-1.505, 6.919, -5.087], [-3.645, 6.927, -3.846], [-3.956, 5.433, -1.908], [4.269, -2.524, 4.711], [3.071, -2.216, 5.348], [1.914, -2.024, 4.616], [1.923, -2.152, 3.220], [3.136, -2.459, 2.580], [4.290, -2.637, 3.325], [0.771, -1.759, 2.552], [0.561, -2.024, 1.260], [0.803, -3.214, 0.595], [1.163, -4.437, 1.162], [1.303, -5.563, 0.360], [1.075, -5.495, -1.004], [0.680, -4.290, -1.587], [0.547, -3.173, -0.791], [5.174, -2.669, 5.285], [3.044, -2.117, 6.427], [0.983, -1.754, 5.098], [3.170, -2.523, 1.501], [5.220, -2.860, 2.815], [1.329, -4.500, 2.227], [1.590, -6.503, 0.813], [1.184, -6.374, -1.624], [0.463, -4.245, -2.646], [0.946, 5.291, 3.877], [1.903, 4.971, 4.873], [1.272, 4.150, 5.869], [0.775, 2.904, 5.543], [-0.208, 2.442, 6.080], [1.541, 2.147, 4.504], [2.894, 1.862, 4.610], [3.514, 1.169, 3.585], [2.768, 0.827, 2.473], [1.464, 1.102, 2.366], [0.860, 1.723, 3.375], [1.404, 5.485, 3.051], [2.277, 5.872, 5.364], [2.742, 4.433, 4.434], [0.643, 4.638, 6.491], [3.446, 2.163, 5.492], [4.559, 0.899, 3.632], [3.228, 0.300, 1.642], [-0.200, 1.914, 3.273], [5.026, 3.345, 0.032], [3.775, 3.808, 0.120], [3.586, 5.143, 0.492], [2.312, 5.675, 0.554], [1.196, 4.886, 0.276], [1.391, 3.564, -0.076], [2.659, 3.001, -0.166], [2.859, 1.562, -0.549], [4.026, 1.166, -0.720], [1.836, 0.817, -0.743], [4.929, 2.410, -0.315], [4.461, 5.746, 0.694], [2.187, 6.725, 0.801], [0.196, 5.299, 0.324], [0.540, 2.937, -0.305]],
  "lowdin_charge": [1.201, 0.054, -0.265, -0.023, -0.081, -0.073, -0.002, -0.099, -0.273, -0.079, 0.040, -0.022, -0.187, -0.631, 0.812, -0.113, -0.228, -0.050, -0.067, -0.084, -0.080, -0.036, 0.110, 0.114, 0.105, 0.105, 0.125, 0.161, 0.151, 0.132, 0.110, 0.105, 0.108, 0.103, 0.104, 0.115, -0.107, -0.099, -0.042, -0.328, -0.060, -0.090, 0.005, -0.158, -0.224, -0.024, -0.090, -0.088, -0.012, -0.211, 0.095, 0.100, 0.110, 0.111, 0.103, 0.109, 0.102, 0.100, 0.114, -0.029, -0.253, 0.091, -0.443, 0.099, -0.126, -0.002, -0.016, -0.124, -0.019, -0.061, 0.059, 0.126, 0.117, 0.145, 0.130, 0.119, 0.110, 0.102, 0.062, -0.271, -0.010, -0.101, -0.096, -0.049, -0.074, -0.591, 0.032, -0.167, 0.068, 0.117, 0.107, 0.102, 0.069],
  "homo_ev": [-6.39, -7.38],
  "spin_multiplicity": 6,
  "de_lowest_kcal_mol": 13.39,
  "orbital_gap_ev": [6.201, 6.746],
  "total_charge": 0
}

{
  "formula": "C42H36F5IrN4PS",
  "method": "wB97M-V/def2-TZVPD",
  "elements": ["Ir", "F", "C", "C", "F", "C", "F", "C", "S", "C", "F", "C", "F", "C", "C", "N", "C", "C", "C", "C", "C", "C", "C", "C", "C", "N", "C", "H", "H", "H", "H", "H", "H", "H", "H", "C", "C", "C", "C", "C", "C", "P", "C", "C", "C", "C", "C", "C", "C", "C", "C", "C", "C", "C", "H", "H", "H", "H", "H", "H", "H", "H", "H", "H", "H", "H", "H", "H", "C", "C", "N", "C", "C", "C", "C", "N", "H", "H", "H", "H", "H", "H", "H", "H", "H", "H", "H", "H", "H", "H"],
  "coordinates": [[0.522, -0.471, 0.496], [-3.203, -6.355, -0.885], [-2.248, -5.561, -0.480], [-2.374, -4.180, -0.665], [-3.449, -3.688, -1.252], [-1.368, -3.357, -0.233], [-1.474, -2.041, -0.468], [-0.218, -3.848, 0.421], [1.007, -2.859, 1.043], [-0.115, -5.253, 0.565], [0.948, -5.770, 1.144], [-1.109, -6.096, 0.121], [-0.996, -7.402, 0.256], [2.029, -1.880, -3.332], [1.165, -1.398, -2.340], [1.626, -0.943, -1.187], [2.961, -0.953, -0.973], [3.893, -1.426, -1.889], [3.385, -1.906, -3.111], [5.284, -1.373, -1.528], [5.677, -0.817, -0.358], [4.717, -0.270, 0.566], [5.042, 0.399, 1.758], [4.033, 0.943, 2.514], [2.699, 0.780, 2.126], [2.364, 0.089, 1.047], [3.367, -0.387, 0.254], [1.611, -2.229, -4.266], [0.091, -1.385, -2.480], [4.064, -2.279, -3.867], [6.012, -1.776, -2.220], [6.726, -0.756, -0.101], [6.079, 0.510, 2.050], [4.246, 1.508, 3.410], [1.901, 1.243, 2.680], [-6.194, 4.182, 0.088], [-5.906, 3.301, 1.118], [-4.852, 2.406, 0.988], [-4.084, 2.388, -0.172], [-4.384, 3.276, -1.208], [-5.431, 4.172, -1.075], [-2.746, 1.174, -0.290], [-2.889, 0.586, -2.021], [-4.150, 0.210, -2.488], [-4.298, -0.343, -3.751], [-3.189, -0.550, -4.561], [-1.934, -0.172, -4.109], [-1.787, 0.397, -2.850], [-1.158, 2.095, -0.287], [-1.169, 3.487, -0.384], [-0.007, 4.208, -0.606], [1.187, 3.529, -0.772], [1.217, 2.150, -0.629], [0.071, 1.399, -0.314], [-7.018, 4.876, 0.186], [-6.506, 3.304, 2.019], [-4.626, 1.713, 1.790], [-3.796, 3.262, -2.119], [-5.656, 4.862, -1.877], [-5.021, 0.344, -1.857], [-5.284, -0.611, -4.106], [-3.306, -0.996, -5.539], [-1.070, -0.304, -4.751], [-0.813, 0.731, -2.514], [-2.114, 4.010, -0.327], [-0.045, 5.285, -0.693], [2.100, 4.070, -0.988], [2.174, 1.662, -0.758], [1.423, -1.532, 4.327], [0.430, -0.381, 4.270], [-0.963, -0.781, 4.146], [-1.650, -1.198, 5.384], [-1.679, -2.706, 5.604], [-1.596, -0.736, 2.976], [-3.081, -1.008, 2.973], [-1.059, -0.411, 1.817], [2.439, -1.147, 4.429], [1.374, -2.142, 3.425], [1.235, -2.177, 5.184], [0.620, 0.265, 3.423], [0.516, 0.223, 5.175], [-2.660, -0.797, 5.381], [-1.124, -0.714, 6.206], [-2.087, -3.232, 4.740], [-2.307, -2.936, 6.464], [-0.686, -3.106, 5.801], [-3.610, -0.204, 3.488], [-3.320, -1.942, 3.477], [-3.456, -1.055, 1.954], [-1.832, -0.327, 1.146]],
  "lowdin_charge": [1.209, 0.207, -0.095, -0.127, 0.170, -0.206, 0.043, -0.476, 0.916, -0.221, 0.139, -0.125, 0.178, 0.012, -0.065, -0.075, -0.184, -0.110, 0.049, 0.026, 0.025, -0.109, 0.052, 0.010, -0.069, -0.069, -0.163, 0.127, 0.103, 0.138, 0.134, 0.133, 0.140, 0.131, 0.120, -0.060, -0.069, -0.098, -0.404, -0.102, -0.057, 1.100, -0.365, -0.092, -0.063, -0.072, -0.087, -0.119, -0.371, -0.070, -0.057, -0.068, -0.136, -0.291, 0.113, 0.110, 0.084, 0.118, 0.113, 0.111, 0.113, 0.110, 0.104, 0.077, 0.098, 0.116, 0.112, 0.080, -0.053, -0.196, -0.056, -0.176, -0.052, -0.368, 0.017, -0.083, 0.081, 0.000, 0.075, 0.058, 0.134, 0.114, 0.128, 0.070, 0.091, 0.067, 0.101, 0.085, 0.073, -0.059],
  "homo_ev": [-12.35, -12.34],
  "spin_multiplicity": 2,
  "de_lowest_kcal_mol": 55.65,
  "orbital_gap_ev": [6.148, 3.958],
  "total_charge": 2
}